Computed, not measured: C49H57N4PSW as an isolated structure in a non-equilibrium geometry, with wB97M-V/def2-TZVPD.

For the gap between HOMO and LUMO (spin up / spin down), the calculation gives 6.0 / 6.4 eV. As for the expectation value of S²: 2.343. The calculation puts the molar mass at 948.90 g/mol. Its LUMO energy (spin up / spin down) is -6.775 / -6.408 eV.

```
! RIJCOSX wB97M-V def2-TZVPD def2/J DEFGRID3
* xyz 2 3
W -0.14905 -0.35753 -0.22442
C 2.26008 0.91794 -2.19151
C 2.91554 0.73895 -0.82132
C 2.06813 1.36521 0.28442
C 3.42485 -0.68682 -0.67074
C 4.80037 -0.84681 -0.57435
C 5.39841 -2.08885 -0.72683
C 4.62653 -3.16108 -1.12675
C 3.24191 -3.05921 -1.24381
C 2.51411 -4.19112 -1.96431
C 2.80020 -5.56960 -1.36067
C 2.90989 -4.15124 -3.44562
C 2.64361 -1.84565 -0.85748
N 1.23446 -1.81529 -0.55844
C 0.69016 -2.94746 -0.06781
C -0.69306 -3.02671 -0.00460
N -1.40023 -1.97449 -0.44340
C -2.81638 -2.10574 -0.60784
C -3.45720 -3.35796 -0.71512
C -4.83914 -3.36281 -0.51172
C -5.57735 -2.21230 -0.31871
C -4.94415 -0.98810 -0.44789
C -3.57037 -0.91786 -0.61699
C -2.98345 0.44668 -0.94243
C -2.09867 0.43659 -2.19972
C -2.38464 1.19859 0.24965
C -2.90759 -4.71399 -1.20173
C -1.80600 -4.66376 -2.26175
C -2.61673 -5.74571 -0.10113
H 2.03678 1.96648 -2.37607
H 1.32036 0.34996 -2.28477
H 2.91309 0.55315 -2.98406
H 3.81977 1.35216 -0.83602
H 0.97093 1.16321 0.21760
H 2.06025 2.44929 0.17065
H 2.39692 1.10969 1.28881
H 5.41848 0.02781 -0.41321
H 6.46808 -2.19610 -0.61211
H 5.10602 -4.09525 -1.38865
H 1.43991 -4.02360 -1.93276
H 3.77214 -5.94671 -1.68004
H 2.05272 -6.29029 -1.69290
H 2.79697 -5.55498 -0.26879
H 3.99186 -4.22029 -3.56307
H 2.57642 -3.22818 -3.92196
H 2.46041 -4.99095 -3.97697
H 1.31762 -3.76958 0.24815
H -1.18835 -3.90226 0.38338
H -5.35314 -4.31543 -0.55695
H -6.64555 -2.26592 -0.16227
H -5.52655 -0.07456 -0.44529
H -3.85245 1.04455 -1.22819
H -1.05527 0.05461 -2.09045
H -1.98270 1.44007 -2.59820
H -2.53590 -0.21968 -2.95113
H -1.39676 0.85721 0.63376
H -3.02980 1.10904 1.12337
H -2.20642 2.24498 0.01979
H -3.77050 -5.10607 -1.74330
H -0.82721 -4.37432 -1.88264
H -2.07052 -3.98472 -3.07401
H -1.69331 -5.66006 -2.69100
H -1.58550 -5.71136 0.25795
H -2.76528 -6.75068 -0.49522
H -3.28124 -5.62512 0.75463
S 0.30751 -2.26413 6.19234
C 0.20466 -1.75261 4.48902
C -1.02480 -1.52192 3.87803
C -1.06222 -1.09913 2.56912
N 0.05605 -0.90065 1.84193
C 1.24548 -1.16660 2.41536
C 1.35408 -1.58621 3.72342
C 0.08032 -0.64246 6.91691
C -1.19029 -0.17499 7.21418
C -1.30484 1.09769 7.75700
N -0.26481 1.88672 8.01095
C 0.94774 1.40889 7.74661
C 1.17862 0.15333 7.20002
H -1.94841 -1.67684 4.41752
H -2.00705 -0.92553 2.06995
H 2.12457 -1.03526 1.79855
H 2.33002 -1.78633 4.14292
H -2.06672 -0.78661 7.04932
H -2.28121 1.49737 8.00488
H 1.78098 2.05948 7.98500
H 2.18536 -0.19472 7.01428
C -0.18853 3.56382 -3.65897
P -0.39424 3.69655 -1.84050
C -1.55370 5.10903 -1.74817
C -2.81502 4.95632 -1.18286
C -3.71304 6.01682 -1.14785
C -3.35363 7.24139 -1.68452
C -2.09438 7.40851 -2.25032
C -1.20169 6.35187 -2.27858
C 1.15402 4.49988 -1.29297
C 1.20709 4.94011 0.03317
C 2.35870 5.51256 0.54472
C 3.48650 5.64374 -0.25984
C 3.44713 5.20981 -1.57464
C 2.28518 4.64180 -2.08992
H 0.19641 4.48606 -4.09494
H -1.17126 3.37569 -4.09387
H 0.46915 2.73813 -3.93312
H -3.11898 4.00412 -0.76460
H -4.68886 5.88500 -0.69983
H -4.04990 8.06877 -1.66173
H -1.80999 8.36515 -2.66743
H -0.21350 6.50318 -2.69773
H 0.32660 4.85644 0.66281
H 2.37919 5.86359 1.56803
H 4.38549 6.09672 0.13569
H 4.31490 5.32627 -2.21033
H 2.27480 4.31914 -3.12400
*
```

Atomic partial charges in e from the Mulliken method, atoms 1 to 5: -0.520, -0.769, 0.339, -0.584, 0.753


Computed, not measured: a 2-piece molecular cluster, C49H58N2O2P overall in a non-equilibrium geometry, with wB97M-V/def2-TZVPD.

For the gap between HOMO and LUMO, the calculation gives 3.6 eV. The calculation puts the molar mass at 737.99 g/mol. Its LUMO energy is -5.044 eV.

```
! RIJCOSX wB97M-V def2-TZVPD def2/J DEFGRID3
* xyz 1 1
C -6.10889 6.68492 4.98693
C -5.74492 7.59078 6.16034
C -6.47983 7.05806 7.38583
C -6.11644 9.02722 5.82287
C -7.46240 9.33728 5.61978
C -7.82515 10.59071 5.13822
C -6.85648 11.57717 4.95231
C -5.50628 11.30819 5.19619
C -4.49665 12.44919 4.98012
C -4.90859 13.77028 5.64521
C -4.25037 12.69152 3.48878
C -5.13346 9.99476 5.56494
N -3.72718 9.59733 5.58586
P -2.79874 9.48338 7.07438
H -2.66673 7.96166 7.28607
N -1.36340 9.85216 6.13409
C -0.20144 10.52180 6.70472
C 0.73415 9.75660 7.41713
C 0.53581 8.26389 7.63081
C 0.79055 7.82727 9.06821
C 1.50188 7.48070 6.74289
C 1.94233 10.33400 7.81179
C 2.22777 11.65408 7.47197
C 1.26997 12.43625 6.82325
C 0.03103 11.89578 6.46540
C -0.98560 12.82590 5.78189
C -0.61244 13.09416 4.32168
C -1.16614 14.16951 6.50306
C -1.62939 10.00687 4.78637
C -2.93476 9.86508 4.48379
H -5.67168 7.04666 4.05113
H -5.76831 5.66030 5.17298
H -7.20026 6.66936 4.86791
H -4.66670 7.55274 6.34029
H -6.29098 7.66303 8.27626
H -7.56098 7.03831 7.20115
H -6.15506 6.03025 7.58298
H -8.21943 8.57576 5.81269
H -8.86873 10.80254 4.91291
H -7.15561 12.57288 4.61960
H -3.56153 12.12094 5.45354
H -5.26942 13.61470 6.66886
H -4.04172 14.44053 5.69814
H -5.68997 14.28203 5.06554
H -3.87237 11.79561 2.97886
H -5.19134 12.97984 2.99835
H -3.52210 13.50021 3.34122
H -0.49481 8.01799 7.35928
H 0.14000 8.34779 9.77662
H 0.61022 6.74946 9.16596
H 1.83516 8.01995 9.34606
H 1.43254 7.79312 5.69538
H 2.53061 7.66134 7.08481
H 1.30186 6.40393 6.80885
H 2.67107 9.73117 8.35937
H 3.19903 12.08012 7.72542
H 1.48794 13.48468 6.60221
H -1.94899 12.30064 5.81511
H -0.54842 12.17213 3.73099
H -1.35477 13.75166 3.84750
H 0.36730 13.59172 4.27082
H -1.26029 14.03786 7.58731
H -0.32529 14.84760 6.29846
H -2.08095 14.66019 6.14682
H -0.84602 10.27494 4.08743
H -3.36969 10.00464 3.50095
C 5.74535 1.86462 14.01257
O 4.50650 1.11940 13.94474
C 3.38963 1.72453 13.45567
C 2.31035 0.88432 13.06274
C 1.19803 1.42291 12.44940
C 1.05154 2.82036 12.24412
C -0.10588 3.39072 11.53460
C -0.82114 2.57022 10.61807
C -2.00490 2.80144 9.92961
C -2.76880 1.71408 9.36370
C -4.11942 1.92842 8.99175
C -4.95655 0.87165 8.64615
C -4.47016 -0.44350 8.59679
C -3.11947 -0.67734 8.89643
C -2.26372 0.38117 9.23244
C -0.53868 4.75193 11.82774
C -0.33914 5.32241 13.10956
C -0.82170 6.56633 13.42855
C -1.60088 7.29639 12.50108
O -2.12240 8.47285 12.93182
C -2.87807 9.29464 12.01014
C -1.79725 6.76196 11.20956
C -1.18658 5.56577 10.87548
C 2.11501 3.64686 12.71543
C 3.25699 3.12494 13.31711
H 6.45267 1.14256 14.42695
H 6.06939 2.18545 13.01029
H 5.65488 2.73949 14.67357
H 2.39295 -0.18911 13.22735
H 0.40208 0.74636 12.12412
H -0.35436 1.59643 10.46310
H -2.49189 3.77028 9.96672
H -4.51162 2.94786 9.04349
H -6.00304 1.05758 8.39266
H -5.13982 -1.27951 8.33371
H -2.73183 -1.70107 8.85371
H -1.20927 0.17659 9.43209
H 0.20342 4.75542 13.86349
H -0.66468 6.98881 14.41364
H -3.13979 10.15952 12.62331
H -2.24706 9.59698 11.15554
H -3.78589 8.77515 11.65745
H -2.43893 7.25933 10.48572
H -1.22206 5.22684 9.84784
H 2.06732 4.72548 12.59034
H 4.04981 3.79866 13.66689
*
```

Atomic partial charges in e from the Mulliken method, atoms 1 to 5: -1.415, 0.714, -1.584, 0.546, -0.297